1.
Molecular formula: C4H10NO2
Method: DFT, ωB97M-V/def2-TZVPD

Atoms and positions in Å:
C: 0.511 0.519 0.335
C: -0.058 -0.217 1.527
C: -1.589 -0.365 1.669
O: -2.053 -0.863 2.842
N: 0.390 -0.276 -0.850
C: 0.382 0.323 -2.172
O: 1.869 0.258 -2.614
H: 1.667 0.667 0.563
H: -0.097 1.442 0.322
H: 0.245 0.044 2.507
H: 0.376 -1.193 1.463
H: -2.094 -0.880 0.789
H: -1.739 0.726 1.501
H: -0.297 -1.043 -0.718
H: -0.086 -0.344 -2.938
H: 0.361 1.448 -2.320
H: 2.211 -0.244 -1.905

Gap between HOMO and LUMO = 6.07 eV
Total charge = -1
SMILES = [O-]CCCNCO

=====

2.
Molecular formula: C4H10NO2
Method: DFT, ωB97M-V/def2-TZVPD

Atoms and positions in Å:
C: -1.049 -0.136 -1.579
O: -2.172 0.710 -1.280
C: -0.203 -0.521 -0.365
C: -0.045 0.625 0.643
C: 0.863 0.136 1.853
O: 1.337 -1.134 1.829
N: 1.105 -0.927 -0.909
H: -1.427 -0.950 -2.192
H: -0.381 0.467 -2.134
H: -1.886 1.522 -0.843
H: -0.577 -1.370 0.200
H: 0.355 1.526 0.166
H: -1.089 0.710 0.974
H: 1.712 0.861 1.954
H: 0.234 0.286 2.770
H: 1.480 -1.652 -0.311
H: 1.741 -0.153 -0.777

Gap between HOMO and LUMO = 6.17 eV
Total charge = -1
SMILES = N[C@H](CO)CC[O-]

=====

3.
Molecular formula: C4H10NO2
Method: DFT, ωB97M-V/def2-TZVPD

Atoms and positions in Å:
C: 0.162 -0.033 0.635
C: 0.935 0.061 -0.692
C: 2.129 1.038 -0.524
O: 0.096 0.445 -1.790
N: -0.726 -1.201 0.638
C: -2.222 -0.815 0.424
O: -2.532 0.388 0.888
H: -0.608 0.815 0.783
H: 0.713 0.157 1.538
H: 1.350 -0.947 -0.905
H: 2.766 0.709 0.274
H: 2.714 1.017 -1.445
H: 1.694 2.018 -0.273
H: -0.794 0.437 -1.398
H: -0.618 -1.625 1.548
H: -2.769 -1.621 0.984
H: -2.289 -0.843 -0.683

Gap between HOMO and LUMO = 6.88 eV
Total charge = -1
SMILES = C[C@H](O)CNC[O-]

=====

4.
Molecular formula: C4H10NO2
Method: DFT, ωB97M-V/def2-TZVPD

Atoms and positions in Å:
O: 1.445 -1.197 -1.143
C: 0.657 -1.056 -0.272
O: 0.508 -1.835 0.827
C: -0.438 -0.008 -0.064
C: 0.172 1.321 -0.528
C: -1.044 2.244 -0.690
N: -0.894 0.204 1.409
H: 1.084 -2.658 0.856
H: -1.337 -0.352 -0.791
H: 0.625 1.044 -1.477
H: 1.001 1.620 0.211
H: -1.475 2.616 0.279
H: -1.715 1.682 -1.291
H: -0.648 3.247 -1.103
H: -0.978 -0.719 1.778
H: -1.841 0.668 1.512
H: -0.164 0.670 2.010

Gap between HOMO and LUMO = 11.47 eV
Total charge = +1
SMILES = CC[C@H]([NH3+])C(=O)O

=====

5.
Molecular formula: C4H10NO2
Method: DFT, ωB97M-V/def2-TZVPD

Atoms and positions in Å:
C: -3.240 -0.429 0.040
C: 1.320 -0.081 0.032
C: 2.707 -0.557 -0.113
C: 1.053 1.364 0.068
N: 0.337 -0.909 0.112
O: -2.161 0.122 0.009
O: -4.387 0.151 -0.079
H: -3.353 -1.515 0.168
H: 2.846 -1.552 0.298
H: 3.423 0.133 0.323
H: 2.934 -0.603 -1.182
H: 0.021 1.596 -0.180
H: 1.738 1.895 -0.591
H: 1.245 1.737 1.075
H: -0.648 -0.558 0.134
H: 0.488 -1.912 0.090
H: -4.323 1.117 -0.204

Gap between HOMO and LUMO = 11.56 eV
Total charge = +1

=====

6.
Molecular formula: C4H10NO2
Method: DFT, ωB97M-V/def2-TZVPD

Atoms and positions in Å:
C: 1.642 -0.216 -0.310
C: -0.358 0.329 -0.026
C: -0.866 1.576 0.872
C: -1.306 -0.561 -0.672
N: 0.619 -0.504 0.814
O: 0.670 0.688 -0.968
O: 1.994 -1.292 -1.085
H: 2.425 0.245 0.280
H: -1.619 1.992 0.236
H: -0.101 2.091 1.263
H: -1.359 1.077 1.753
H: -0.844 -1.474 -1.089
H: -1.628 -0.138 -1.520
H: -2.166 -0.907 -0.105
H: 0.367 -1.514 0.847
H: 0.900 -0.113 1.710
H: 1.629 -1.281 -2.001

Gap between HOMO and LUMO = 12.47 eV
Total charge = +1
SMILES = CC1(C)[NH2+][C@@H](O)O1

=====

7.
Molecular formula: C4H10NO3
Method: DFT, ωB97M-V/def2-TZVPD

Atoms and positions in Å:
C: 0.112 -0.772 1.864
N: 0.025 -0.477 0.524
C: -1.160 1.627 0.404
C: 0.137 0.934 0.235
C: 0.673 0.912 -1.166
O: -0.272 0.221 -1.892
O: 0.570 -0.182 2.923
H: 0.002 -1.951 2.020
H: -0.776 -0.376 -1.194
H: -1.678 1.230 -0.487
H: -1.594 1.439 1.438
H: -1.064 2.722 0.351
H: 0.925 1.313 0.961
H: 0.843 1.863 -1.641
H: 1.595 0.326 -1.107
H: 0.144 -3.615 -1.200
H: 0.693 -2.230 -0.696
O: 0.823 -2.983 -1.336

Gap between HOMO and LUMO = 8.05 eV
Total charge = -1

=====

8.
Molecular formula: C4H10NO3
Method: DFT, ωB97M-V/def2-TZVPD

Atoms and positions in Å:
O: 0.911 -1.758 -1.422
C: 0.924 -0.625 -0.899
O: 1.725 0.310 -1.110
C: -0.181 -0.283 0.173
C: 0.515 -0.188 1.483
C: -0.304 0.464 2.628
N: -1.196 -1.374 0.120
H: -0.683 0.664 -0.041
H: 1.378 0.484 1.365
H: 0.911 -1.117 1.903
H: -0.366 1.538 2.441
H: -1.270 -0.037 2.735
H: 0.242 0.406 3.577
H: -1.179 -1.883 1.007
H: -0.817 -2.044 -0.550
H: -0.825 2.693 -1.464
H: -2.066 1.942 -1.302
O: -1.781 2.851 -1.395

Gap between HOMO and LUMO = 8.13 eV
Total charge = -1

=====

9.
Molecular formula: C4H10NO3
Method: DFT, ωB97M-V/def2-TZVPD

Atoms and positions in Å:
C: -0.458 0.563 -0.215
C: 0.830 1.308 -0.039
C: 1.475 1.717 -1.285
O: 2.622 2.091 -1.475
N: -0.236 -0.858 0.039
C: -1.290 -1.843 -0.469
O: -0.859 -2.708 -1.303
H: -0.892 0.696 -1.189
H: -1.298 0.984 0.374
H: 1.493 0.514 0.451
H: 0.671 2.083 0.721
H: 0.870 2.072 -2.192
H: 0.606 -1.021 -0.419
H: -1.571 -2.280 0.559
H: -2.357 -1.228 -0.804
H: -0.407 -0.173 2.358
H: 0.344 -1.396 2.141
O: 0.456 -0.522 2.749

Gap between HOMO and LUMO = 6.50 eV
Total charge = -1

=====

10.
Molecular formula: C4H10NO3
Method: DFT, ωB97M-V/def2-TZVPD

Atoms and positions in Å:
C: 2.017 0.857 0.013
C: 1.548 -0.020 -1.142
N: 0.421 -0.787 -0.912
C: 0.080 -1.083 0.525
C: -0.685 0.249 1.543
O: -1.432 -0.422 2.396
O: 2.086 -0.055 -2.238
H: 2.239 0.151 0.846
H: 1.244 1.540 0.308
H: 2.920 1.340 -0.369
H: 0.066 -1.397 -1.619
H: -0.831 -1.759 0.582
H: 0.762 -1.806 0.848
H: 0.311 0.413 1.997
H: -1.322 0.894 0.960
H: -3.042 1.503 0.282
H: -2.532 0.414 -0.711
O: -3.285 0.963 -0.470

Gap between HOMO and LUMO = 6.52 eV
Total charge = -1

=====

11.
Molecular formula: C4H10NO3
Method: DFT, ωB97M-V/def2-TZVPD

Atoms and positions in Å:
O: -1.551 -0.481 1.529
C: -0.800 0.412 1.125
O: -0.570 1.565 1.634
C: -0.131 0.196 -0.199
C: 0.308 -1.256 -0.594
C: 0.581 -1.513 -2.027
N: 0.515 -2.871 -2.366
H: 0.835 0.871 -0.217
H: -0.921 0.514 -0.938
H: -0.512 -1.944 -0.129
H: 1.128 -1.722 0.039
H: -0.145 -0.937 -2.636
H: 1.659 -1.089 -2.122
H: -0.076 -3.275 -1.666
H: 1.463 -3.236 -2.190
H: 0.780 2.676 1.177
H: 0.516 4.028 0.680
O: 1.112 3.563 1.179

Gap between HOMO and LUMO (spin up / spin down) = 10.57 / 5.89 eV
Multiplicity = 2

=====

12.
Molecular formula: C4H10NO3
Method: DFT, ωB97M-V/def2-TZVPD

Atoms and positions in Å:
C: -0.096 2.017 0.085
O: 1.274 2.609 -0.416
C: -0.116 0.537 -0.467
C: 0.011 -0.324 0.857
C: -0.858 -1.569 0.706
O: -0.383 -2.179 -0.403
O: -1.716 -1.867 1.468
N: 1.224 0.254 -1.365
H: -0.063 2.240 1.131
H: -0.754 2.710 -0.582
H: 1.307 3.407 0.150
H: -1.040 0.176 -1.026
H: -0.347 0.309 1.711
H: 1.077 -0.663 1.055
H: -0.228 -3.146 -0.542
H: 0.986 0.198 -2.378
H: 1.660 -0.522 -0.966
H: 1.785 1.044 -1.278

Gap between HOMO and LUMO = 10.97 eV
Total charge = +1
SMILES = [NH3+][C@H](CO)CC(=O)O

=====

The evaluated M for the records listed, in turn: 104.129, 104.129, 104.129, 104.129, 104.129, 104.129, 120.128, 120.128, 120.128, 120.128, 120.128, 120.128 Da.
The evaluated E for the records listed, in turn: -363.56978, -363.60903, -363.61351, -363.37522, -363.43284, -363.33547, -438.89327, -438.95467, -438.81538, -438.83670, -438.76817, -438.58401 hartree.
The evaluated relative energy (zero: lowest compared OMol25 entry of this formula, charge and spin) for the records listed, in turn: 4.208, 3.140, 3.018, 1.644, 0.077, 2.726, 2.503, 0.832, 4.622, 4.042, 2.160, 2.133 eV.